{
  "formula": "C78H181N11O18",
  "method": "ωB97M-V/def2-TZVPD",
  "fmax_ev_per_a": 3.587,
  "homo_lumo_gap_ev": 8.17,
  "de_lowest_ev": 4.318,
  "smiles": "CC1(C)CCCC(C)(C)N1O.CC1(C)CCCC(C)(C)N1O.CC1(C)CCCC(C)(C)N1O.CC1(C)CCCC(C)(C)N1O.COCCNCCOC.COCCNCCOC.COCCNCCOC.COCCNCCOC.COCCNCCOC.COCCNCCOC.COCCNCCOC",
  "total_charge": 0,
  "lumo_ev": 0.4,
  "total_energy_ev": -137047.33159,
  "symbols": ["C", "C", "C", "C", "C", "C", "C", "C", "C", "N", "O", "H", "H", "H", "H", "H", "H", "H", "H", "H", "H", "H", "H", "H", "H", "H", "H", "H", "H", "H", "C", "C", "C", "C", "C", "C", "C", "C", "C", "N", "O", "H", "H", "H", "H", "H", "H", "H", "H", "H", "H", "H", "H", "H", "H", "H", "H", "H", "H", "H", "C", "C", "C", "C", "C", "C", "C", "C", "C", "N", "O", "H", "H", "H", "H", "H", "H", "H", "H", "H", "H", "H", "H", "H", "H", "H", "H", "H", "H", "H", "C", "C", "C", "C", "C", "C", "C", "C", "C", "N", "O", "H", "H", "H", "H", "H", "H", "H", "H", "H", "H", "H", "H", "H", "H", "H", "H", "H", "H", "H", "C", "O", "C", "C", "N", "C", "C", "O", "C", "H", "H", "H", "H", "H", "H", "H", "H", "H", "H", "H", "H", "H", "H", "H", "C", "O", "C", "C", "N", "C", "C", "O", "C", "H", "H", "H", "H", "H", "H", "H", "H", "H", "H", "H", "H", "H", "H", "H", "C", "O", "C", "C", "N", "C", "C", "O", "C", "H", "H", "H", "H", "H", "H", "H", "H", "H", "H", "H", "H", "H", "H", "H", "C", "O", "C", "C", "N", "C", "C", "O", "C", "H", "H", "H", "H", "H", "H", "H", "H", "H", "H", "H", "H", "H", "H", "H", "C", "O", "C", "C", "N", "C", "C", "O", "C", "H", "H", "H", "H", "H", "H", "H", "H", "H", "H", "H", "H", "H", "H", "H", "C", "O", "C", "C", "N", "C", "C", "O", "C", "H", "H", "H", "H", "H", "H", "H", "H", "H", "H", "H", "H", "H", "H", "H", "C", "O", "C", "C", "N", "C", "C", "O", "C", "H", "H", "H", "H", "H", "H", "H", "H", "H", "H", "H", "H", "H", "H", "H"],
  "coordinates": [[-1.009754, 31.563688, 6.245991], [-2.335573, 31.460520, 7.047415], [-1.994568, 30.636009, 8.370311], [-2.756988, 32.918773, 7.327988], [-3.414008, 33.693294, 6.265580], [-4.551419, 32.965717, 5.715569], [-4.266451, 31.444536, 5.334898], [-5.619898, 30.621209, 5.238068], [-3.621260, 31.351115, 3.931117], [-3.486945, 30.764573, 6.441547], [-3.132548, 29.441458, 6.036491], [-0.198564, 31.892910, 6.895355], [-0.767539, 30.598247, 5.801747], [-1.133622, 32.251921, 5.409872], [-1.221316, 31.204056, 8.887516], [-2.854956, 30.502777, 9.026126], [-1.655882, 29.629131, 8.126196], [-3.484380, 32.913993, 8.139754], [-1.865925, 33.482822, 7.603583], [-3.793773, 34.528286, 6.854371], [-2.701608, 34.029418, 5.512183], [-4.739289, 33.493106, 4.780332], [-5.451363, 33.005311, 6.329276], [-5.478028, 29.541791, 5.184763], [-6.241218, 31.019789, 4.436075], [-6.077072, 30.737313, 6.220729], [-2.563194, 31.582326, 4.054134], [-4.054138, 31.979103, 3.152426], [-3.613335, 30.339000, 3.526563], [-3.764573, 28.957725, 6.573292], [-7.683153, 23.743820, 3.290904], [-8.453095, 25.067980, 3.332505], [-9.929243, 24.711034, 3.477461], [-8.032547, 25.864694, 4.617003], [-6.765143, 26.749652, 4.511452], [-6.770329, 27.519846, 3.180481], [-7.174636, 26.774277, 1.908782], [-7.391532, 27.863430, 0.835597], [-5.966353, 25.908966, 1.433431], [-8.408252, 26.005373, 2.181312], [-8.925925, 25.470835, 1.018217], [-6.610230, 23.928016, 3.345685], [-7.939635, 23.063750, 4.103196], [-7.650134, 23.316959, 2.288504], [-10.157796, 24.244332, 4.435608], [-10.597197, 25.564625, 3.362050], [-10.194642, 24.017258, 2.679754], [-8.891136, 26.508613, 4.807500], [-8.001739, 25.314438, 5.557420], [-6.595410, 27.339467, 5.412234], [-5.977314, 26.001763, 4.421546], [-5.799962, 27.998977, 3.050408], [-7.328529, 28.439830, 3.354113], [-7.704873, 27.321031, -0.056431], [-6.461355, 28.376722, 0.591908], [-8.251785, 28.492090, 1.065526], [-5.110385, 26.446322, 1.025176], [-6.296463, 25.162809, 0.710683], [-5.557121, 25.358794, 2.280734], [-9.712028, 26.006117, 0.887362], [5.535145, 25.392180, 13.403606], [4.452564, 24.218936, 13.413893], [5.271833, 22.865114, 13.483613], [3.529167, 24.273778, 14.666194], [2.609570, 25.520969, 14.631565], [1.703268, 25.485440, 13.409962], [2.454209, 25.245870, 12.022263], [1.387511, 24.703264, 10.982088], [3.013707, 26.694994, 11.620369], [3.474284, 24.197969, 12.268457], [4.141073, 23.845062, 11.041134], [5.064836, 26.375032, 13.373279], [6.235478, 25.303622, 14.234130], [6.078635, 25.327409, 12.460994], [5.855088, 22.622527, 12.595320], [5.767085, 22.686712, 14.438069], [4.532981, 22.067398, 13.560057], [2.939634, 23.371803, 14.830501], [4.163621, 24.418562, 15.540622], [2.001392, 25.390570, 15.526673], [3.103767, 26.463551, 14.866914], [1.063047, 26.361059, 13.302637], [0.865188, 24.788498, 13.409234], [0.847735, 23.775442, 11.171501], [1.857774, 24.685785, 9.998912], [0.648797, 25.411876, 10.607551], [3.990569, 26.592723, 11.147727], [3.213527, 27.334936, 12.479821], [2.205944, 27.066158, 10.989612], [3.719576, 23.022427, 10.781876], [0.006427, 25.474510, 5.169161], [-0.455566, 24.231135, 5.983529], [0.526652, 23.079144, 5.804144], [-0.443121, 24.525146, 7.538517], [-1.755745, 25.103501, 8.052791], [-2.966600, 24.392808, 7.503029], [-3.050302, 24.389964, 5.933110], [-4.246433, 23.504577, 5.694936], [-3.343394, 25.805390, 5.392414], [-1.731852, 23.761612, 5.470897], [-1.775096, 23.395919, 4.092193], [0.071427, 25.250837, 4.104333], [-0.643177, 26.347597, 5.231012], [1.008319, 25.767395, 5.483050], [0.464474, 22.881995, 4.733933], [1.580379, 23.312921, 5.956187], [0.289481, 22.203538, 6.408435], [-0.125311, 23.622354, 8.060112], [0.360221, 25.241141, 7.711996], [-1.822690, 24.953608, 9.130362], [-1.953344, 26.152262, 7.831079], [-3.783861, 24.934426, 7.979313], [-3.109210, 23.395995, 7.920307], [-5.186569, 23.942795, 6.029911], [-4.190377, 22.465288, 6.018726], [-4.529729, 23.450586, 4.643777], [-4.251912, 26.236167, 5.813277], [-3.456591, 25.830986, 4.308610], [-2.650653, 26.598372, 5.674174], [-1.559587, 22.463261, 4.164970], [-0.408764, 29.168592, 11.559199], [-1.157259, 28.066924, 12.081086], [-2.234129, 27.774374, 11.256421], [-2.869541, 26.435133, 11.586048], [-3.386988, 26.412915, 12.972884], [-3.671504, 25.041244, 13.419654], [-4.133976, 24.929483, 14.860176], [-3.015810, 25.181586, 15.757065], [-3.168138, 24.832356, 17.179658], [-1.160957, 29.946601, 11.428723], [0.144343, 28.821738, 10.686347], [0.359109, 29.460923, 12.275437], [-1.870544, 27.601775, 10.243443], [-3.072771, 28.470290, 11.278739], [-2.082137, 25.682867, 11.539174], [-3.639097, 26.060085, 10.911342], [-2.690946, 26.772208, 13.610482], [-2.812606, 24.387909, 13.266232], [-4.326519, 24.562044, 12.692045], [-4.587942, 23.958849, 15.059840], [-4.895738, 25.658431, 15.136666], [-4.031781, 25.463426, 17.389385], [-2.285116, 25.007467, 17.794229], [-3.641920, 23.856387, 17.285086], [-6.202794, 20.831581, 3.444756], [-5.614980, 20.572186, 4.738243], [-6.447690, 19.912346, 5.647393], [-6.727607, 18.372444, 5.357281], [-7.855188, 17.915753, 6.143212], [-8.051609, 16.462817, 6.172565], [-6.964790, 15.650700, 6.876645], [-7.365399, 14.265433, 6.929605], [-6.497911, 13.482021, 7.710194], [-5.803956, 20.179160, 2.667982], [-5.743250, 21.760519, 3.107125], [-7.280122, 20.944812, 3.323735], [-7.387196, 20.460436, 5.718354], [-5.897178, 19.943594, 6.587642], [-5.879550, 17.774883, 5.691662], [-6.877485, 18.309621, 4.279459], [-8.742574, 18.284095, 5.831823], [-8.216587, 16.135381, 5.146080], [-8.999448, 16.431550, 6.709907], [-6.680421, 16.134160, 7.811266], [-6.057086, 15.684058, 6.274097], [-7.201652, 12.777711, 8.153818], [-6.120062, 14.051473, 8.559340], [-5.729960, 13.041491, 7.074355], [-0.431517, 28.748061, 2.938637], [-1.471413, 27.816069, 2.423989], [-0.821020, 26.722088, 1.676478], [-1.908598, 25.733529, 1.178220], [-1.216401, 24.809973, 0.280830], [-2.148530, 24.156957, -0.597485], [-1.574603, 23.059300, -1.503117], [-0.622164, 22.296480, -0.850876], [0.037831, 21.238890, -1.532916], [0.192590, 29.116360, 2.124418], [0.216081, 28.298944, 3.691628], [-1.023622, 29.526618, 3.419631], [-0.088623, 26.103605, 2.195290], [-0.249489, 27.160268, 0.858276], [-2.634627, 26.277939, 0.574403], [-2.436456, 25.259156, 2.005526], [-0.599636, 24.105668, 0.659851], [-2.740221, 24.857700, -1.186532], [-2.862754, 23.489486, -0.115338], [-1.145637, 23.508180, -2.398996], [-2.371974, 22.379816, -1.804118], [0.479063, 21.656288, -2.438013], [-0.618468, 20.376814, -1.652085], [0.899917, 20.929740, -0.941878], [-0.755901, 20.799212, 2.300834], [-1.028863, 20.580349, 3.658780], [-2.123349, 19.759128, 3.964256], [-2.327942, 19.780072, 5.450865], [-1.001185, 19.431795, 6.065804], [-1.016129, 20.024973, 7.402367], [0.297679, 19.910193, 8.114166], [0.463743, 20.884468, 9.104638], [-0.272547, 20.698782, 10.284616], [-1.678641, 21.141002, 1.831965], [-0.176833, 20.086495, 1.713622], [-0.063424, 21.633178, 2.186420], [-1.991030, 18.707569, 3.709688], [-3.055571, 20.105826, 3.518303], [-3.225074, 19.248749, 5.768581], [-2.667319, 20.792358, 5.670449], [-0.236229, 19.902227, 5.603595], [-1.671704, 19.501782, 8.098495], [-1.352525, 21.061692, 7.390023], [1.142909, 20.138417, 7.464859], [0.508034, 18.910566, 8.494421], [0.259934, 20.028583, 10.959438], [-1.202529, 20.136824, 10.198365], [-0.493911, 21.622570, 10.819155], [-4.293176, 19.030867, 9.363095], [-4.111145, 20.448475, 9.622626], [-4.628372, 20.880427, 10.818584], [-4.541915, 22.419552, 10.898539], [-5.744184, 23.131960, 10.607739], [-5.960801, 23.104335, 9.156514], [-7.442340, 23.393782, 8.924452], [-8.301958, 22.400308, 9.448076], [-8.481627, 21.159924, 8.747450], [-4.656853, 18.849952, 8.351608], [-5.006704, 18.534932, 10.021140], [-3.372272, 18.457178, 9.467646], [-4.112603, 20.385125, 11.641235], [-5.671617, 20.585804, 10.932318], [-3.602651, 22.781032, 10.479952], [-4.433346, 22.629098, 11.962678], [-6.471233, 22.582610, 11.043306], [-5.871242, 22.087635, 8.773888], [-5.213305, 23.635918, 8.567661], [-7.577471, 23.414105, 7.843055], [-7.671847, 24.414180, 9.231402], [-8.844996, 21.247416, 7.723537], [-9.313619, 20.602969, 9.178384], [-7.615304, 20.500385, 8.798326], [5.893072, 23.821348, 6.193608], [4.645959, 23.354527, 6.508593], [4.652763, 22.536528, 7.674851], [3.197561, 22.287581, 8.250484], [3.046755, 21.664781, 9.579518], [3.978979, 20.504855, 9.715213], [3.760837, 19.842397, 11.059801], [2.505548, 19.252905, 11.184706], [2.359850, 17.919988, 10.640794], [6.303744, 24.484864, 6.954668], [5.698167, 24.340811, 5.255379], [6.513103, 22.945394, 6.002935], [5.118286, 23.121787, 8.467851], [5.120796, 21.565666, 7.512177], [2.760730, 21.528324, 7.601784], [2.657085, 23.234038, 8.235593], [2.125384, 21.257853, 9.654256], [4.973332, 20.940236, 9.814320], [3.952807, 19.717926, 8.961462], [3.764291, 20.558883, 11.881220], [4.598836, 19.207789, 11.348122], [1.321989, 17.668001, 10.858637], [2.999843, 17.137102, 11.047724], [2.364416, 18.002737, 9.553951], [3.562065, 29.948716, 11.489761], [3.583158, 31.246146, 10.788391], [2.406437, 31.827398, 10.307661], [2.392794, 31.638180, 8.773327], [1.910324, 30.316159, 8.461904], [2.126852, 29.955014, 7.086930], [1.954668, 28.391810, 7.031157], [2.945942, 27.833757, 7.846810], [3.215373, 26.454613, 7.751049], [3.197669, 30.181057, 12.490426], [4.564738, 29.527792, 11.414960], [2.866454, 29.281362, 10.980977], [2.493908, 32.898084, 10.492283], [1.575752, 31.420792, 10.884491], [3.356645, 31.964747, 8.382880], [1.593156, 32.253016, 8.360221], [2.287921, 29.561359, 9.016699], [3.138430, 30.163424, 6.738561], [1.502953, 30.485216, 6.367395], [2.021805, 27.952233, 6.035985], [0.935533, 28.137278, 7.322129], [3.415138, 26.119655, 8.768889], [4.156453, 26.303629, 7.222204], [2.343837, 25.977366, 7.302990]],
  "forces_ev_per_a": [[-0.90, -0.63, -0.56], [0.56, -0.56, 0.65], [-0.35, 1.13, -0.97], [0.69, -1.27, 1.66], [0.66, 0.68, 0.69], [-1.05, -1.89, -1.92], [-0.84, -0.79, -0.48], [0.91, 1.10, 1.26], [1.11, -0.35, 0.52], [-0.38, 1.47, -0.80], [-0.04, 0.40, 0.09], [-0.09, -0.02, -0.04], [0.18, -0.13, 0.13], [0.19, 0.22, 0.06], [0.14, -0.31, 0.19], [-0.20, 0.33, -0.07], [0.32, 0.19, -0.15], [0.23, -0.13, 0.51], [0.08, -0.20, 0.60], [0.06, 0.70, -0.71], [-0.12, 0.09, -0.14], [-0.80, -0.32, -0.20], [0.11, 0.05, 0.20], [0.33, 0.13, -0.70], [-0.09, -0.21, 0.08], [-0.56, 0.30, -0.07], [0.09, 0.35, -0.38], [-0.17, 0.25, 0.34], [-0.23, -0.19, 0.25], [0.13, -0.51, -0.05], [1.53, 0.80, -1.12], [-0.27, 0.16, 1.17], [-0.46, -0.30, -0.26], [-0.74, 1.60, -0.11], [-0.44, -2.07, -1.59], [0.26, 1.15, 1.49], [1.24, 0.47, 0.13], [-0.95, -1.48, -0.39], [-0.42, -0.63, 0.54], [1.32, 1.26, 1.46], [-0.22, -0.78, -0.78], [0.19, 0.24, 0.74], [-0.28, 0.01, -0.30], [-1.01, -0.54, -0.01], [0.18, -0.08, 0.05], [0.21, 0.25, 0.11], [-0.08, -0.17, 0.08], [-0.13, 0.45, -0.11], [0.20, -0.86, -0.35], [-0.08, 0.15, -0.20], [0.51, 0.16, 0.33], [0.51, -0.48, -0.33], [-0.95, -0.13, -0.33], [0.18, 0.09, -0.35], [-0.23, 0.23, 0.34], [0.34, 0.41, 0.29], [-0.31, 0.40, -0.10], [-0.02, 0.06, -0.17], [0.02, -0.10, 0.08], [-0.19, -0.11, -0.25], [-1.32, -0.67, -0.75], [0.30, -0.11, 0.30], [-1.94, -0.08, -0.21], [0.96, 1.74, -0.24], [-0.84, -1.47, 0.61], [-0.30, 0.08, -1.60], [-0.54, 0.88, 1.78], [1.14, 1.15, -0.96], [-0.24, -2.05, -0.06], [0.44, -0.87, -0.25], [0.43, 1.42, 0.80], [-0.01, 0.01, 0.40], [-0.14, 0.00, 0.02], [0.19, -0.20, 0.02], [0.30, 0.42, 0.25], [0.63, 0.80, -0.14], [-0.41, -0.15, -0.40], [0.04, -0.05, -0.42], [0.21, -0.28, 0.14], [-0.45, 0.11, 0.04], [0.38, 0.02, -0.75], [0.53, 0.75, -0.06], [0.48, -0.98, 0.80], [0.54, -0.08, 0.41], [0.71, -1.03, -0.06], [-0.51, 0.72, 1.25], [-0.26, 0.06, -0.68], [-0.50, -0.10, 0.17], [0.50, 0.66, -0.18], [-0.55, -0.76, -0.40], [0.47, -0.25, 0.11], [0.78, 0.95, 0.22], [0.40, 0.22, -1.32], [-0.59, 0.65, -1.22], [-0.06, -0.83, 0.31], [0.07, 0.43, -0.30], [1.02, -0.03, 1.51], [-0.92, -0.45, -1.89], [0.03, 0.42, 0.19], [-3.01, -0.49, 1.69], [0.36, 0.98, 0.58], [-0.06, -0.30, 0.03], [-0.11, -0.13, 0.35], [0.09, 0.09, 0.05], [0.17, -0.73, -0.05], [-0.03, 0.43, 0.35], [-0.25, 0.09, -0.13], [-0.47, -0.14, 0.14], [0.11, 0.05, -0.06], [0.27, 0.40, 0.27], [0.73, 0.26, 0.02], [-0.54, 0.22, -0.65], [0.51, -0.40, -0.35], [0.18, 0.25, 0.91], [0.31, 0.17, 0.31], [0.55, -0.19, -0.55], [-0.47, -0.56, 0.04], [0.14, -0.11, -0.07], [0.63, -0.38, -0.14], [-0.01, -0.57, -0.36], [-0.40, -0.82, 0.68], [0.41, -0.02, 0.79], [-1.10, -1.54, -1.03], [0.79, -0.71, 2.16], [-0.55, -0.44, -0.06], [0.29, 0.18, -0.54], [0.40, 0.36, 1.26], [1.20, -0.92, -0.03], [-2.56, 0.79, -2.39], [0.60, 0.53, -0.61], [-0.33, 0.45, -0.59], [-0.29, 0.01, 0.30], [-0.01, 0.60, -0.53], [0.33, 0.84, 0.01], [0.50, -0.31, -0.27], [-0.20, 0.64, -0.22], [0.27, 0.29, -0.10], [0.77, -0.09, 0.46], [-0.93, 0.38, 0.31], [0.22, -0.39, -0.05], [-0.25, 0.27, -0.40], [0.25, 0.50, 1.31], [-0.10, 0.03, -0.55], [0.77, -0.60, 0.00], [1.74, 0.59, -0.46], [-0.62, -0.11, -1.29], [0.10, -1.46, 0.31], [-0.10, 1.72, 0.22], [0.54, -0.04, 0.54], [-0.57, 0.62, 0.14], [-0.07, -0.31, -1.39], [-0.21, 2.09, 0.17], [-1.12, 0.00, 0.31], [-0.31, -0.86, 0.24], [-0.24, 0.41, 0.31], [-0.08, -0.31, 0.74], [-0.30, -0.11, 0.25], [-0.30, 0.27, 0.24], [0.22, 0.18, -0.42], [0.09, -0.49, -0.33], [0.18, 0.43, -0.13], [0.07, -0.67, -0.07], [-0.01, -0.92, 0.08], [-0.42, -0.39, 0.59], [0.28, 0.08, -0.20], [0.60, -0.73, -0.08], [0.51, 0.07, -0.11], [0.20, -0.17, 0.36], [-1.76, -0.95, -0.35], [2.70, -0.65, 0.17], [-1.59, 0.53, 0.15], [1.56, 0.73, -0.19], [-0.57, 0.03, -1.04], [-0.31, -1.95, -0.14], [0.40, 0.53, -1.41], [1.09, -0.41, 1.82], [0.00, 1.04, 0.24], [-0.13, 0.15, -0.11], [-0.06, -0.37, 0.03], [0.27, 0.19, -0.15], [0.03, 0.36, 0.89], [-0.30, 0.03, -0.39], [-0.05, 0.05, 0.02], [0.03, -0.10, 0.23], [-0.09, 0.21, 0.62], [0.22, 0.11, -0.11], [-0.72, 0.57, 1.21], [0.26, 0.00, -0.38], [-0.47, 0.22, -0.29], [-0.32, -0.42, -0.55], [-0.06, 0.02, -0.48], [-0.20, 0.06, 0.34], [0.05, 1.38, -0.68], [0.74, -0.10, 0.19], [-1.08, -0.96, 0.18], [1.43, 1.05, -0.46], [-1.91, 0.15, 1.53], [-0.14, -0.74, 0.75], [1.45, 0.30, -0.61], [-0.80, 0.72, 0.54], [-0.42, -1.19, 1.17], [-0.01, -0.37, -0.56], [-0.68, -1.15, 0.36], [-0.14, 0.51, 0.66], [0.45, -0.07, -0.64], [-0.02, 0.20, -0.46], [0.55, -1.02, 0.04], [0.53, 0.64, 0.43], [-0.30, 0.13, -0.73], [-0.80, -0.14, -0.51], [0.12, 0.33, 0.00], [-0.03, -0.14, -0.55], [-0.31, -0.25, 0.17], [0.60, 0.27, 0.24], [-0.46, 0.38, -0.80], [0.24, 0.19, -0.39], [0.08, 0.37, 0.09], [0.26, -2.01, -1.97], [-0.17, 0.74, 0.64], [0.66, -1.02, 2.71], [0.71, 0.50, -1.80], [-1.62, -1.23, 0.58], [0.88, 0.17, -2.15], [-0.47, -0.29, 0.60], [-0.15, 0.27, 0.18], [0.04, 0.42, -0.15], [-0.23, 0.41, 0.30], [0.35, 0.29, 0.09], [0.33, 0.16, 0.37], [-0.47, -0.03, -0.08], [-0.30, 0.20, -0.63], [0.51, -0.25, 0.36], [-0.49, 0.21, -0.04], [0.35, -0.50, -0.05], [-0.47, 0.64, 0.39], [-0.12, 0.03, -0.43], [-0.58, -0.34, 0.75], [0.55, 0.61, -0.40], [0.09, 0.31, 0.73], [0.24, 0.15, -0.17], [0.25, -0.08, -1.07], [-2.47, -1.19, 1.35], [-1.45, 0.64, 1.55], [0.12, -0.75, -1.08], [2.37, -0.69, 0.15], [0.06, 1.10, 1.58], [0.27, 0.70, 0.72], [-0.46, -1.88, 0.10], [-1.18, 1.44, -0.17], [0.22, 0.04, 0.08], [0.68, 0.30, -0.01], [0.76, 0.22, -0.01], [0.75, -0.22, 0.20], [0.40, 0.12, -0.16], [-0.45, 0.53, -0.87], [-0.12, -0.10, -0.16], [-0.32, 0.44, -0.25], [0.31, -0.24, -0.51], [-0.12, 0.21, -0.63], [0.04, 0.61, -0.29], [0.02, -0.71, -0.40], [0.02, -0.21, 0.25], [0.38, 0.35, 0.01], [0.60, -0.41, -0.18], [-0.98, 1.96, -1.31], [1.77, -1.23, 0.83], [0.68, -0.03, -0.68], [-2.04, -0.07, 1.59], [0.10, -0.25, -0.53], [0.30, -2.09, -0.46], [-0.16, 0.83, -1.00], [0.23, 0.91, 0.80], [-0.05, 0.49, 0.36], [0.30, -0.54, 0.28], [-0.12, 0.21, 0.33], [0.00, -0.12, 0.15], [-0.14, 0.12, 0.24], [-0.58, 0.04, -0.51], [0.26, -0.31, -0.14], [0.24, 0.78, -0.12], [0.44, 0.28, 0.23], [0.51, 0.04, 0.12], [-0.50, -0.16, 0.24], [0.31, 0.39, -0.50], [-0.23, -0.10, 0.67], [-0.34, -0.36, 0.03], [-0.21, -0.21, -0.56], [0.35, -0.56, -0.03]]
}